Entry 1:
Density functional theory data (the ωB97M-V functional and the def2-TZVPD basis) for 6 unconnected molecules or ions with the total composition C28H51N4O10S5.

The geometry in ORCA input format:
```
! RIJCOSX wB97M-V def2-TZVPD def2/J DEFGRID3
* xyz 1 1
C 4.214 -5.295 4.994
C 3.599 -4.789 3.931
C 2.347 -4.432 2.973
N 1.987 -4.974 1.664
C 0.728 -4.336 1.218
N 0.369 -3.420 2.310
N -0.742 -2.596 2.416
C -1.695 -3.132 3.194
C -1.756 -4.664 3.694
C -2.915 -2.172 3.678
C 1.307 -3.350 3.463
N 1.234 -2.538 4.687
H 4.823 -5.866 5.801
H 2.506 -5.700 1.141
H 0.134 -4.491 0.243
H -2.406 -4.663 4.662
H -0.722 -5.083 4.034
H -2.243 -5.362 2.923
H -2.925 -1.151 3.102
H -3.902 -2.764 3.503
H -2.797 -2.000 4.827
H 1.929 -1.768 4.631
H 1.438 -3.196 5.465
C 4.903 -0.883 1.907
C 4.356 0.171 0.942
C 3.161 0.839 1.623
S 3.457 0.720 3.384
O 2.446 -0.140 3.964
O 3.745 2.035 3.908
C 4.981 -0.199 3.265
H 5.879 -1.256 1.588
H 4.214 -1.734 1.954
H 5.131 0.918 0.741
H 4.068 -0.269 -0.016
H 3.072 1.889 1.341
H 2.229 0.314 1.401
H 5.059 -0.901 4.096
H 5.806 0.517 3.299
C -0.850 -2.210 -2.128
C -0.102 -2.950 -3.238
C 0.941 -1.989 -3.808
S 1.366 -0.868 -2.480
O 0.928 0.459 -2.840
O 2.718 -1.143 -2.037
C 0.223 -1.535 -1.285
H -1.463 -2.889 -1.529
H -1.510 -1.458 -2.567
H 0.399 -3.830 -2.817
H -0.781 -3.302 -4.018
H 1.838 -2.517 -4.137
H 0.534 -1.399 -4.631
H -0.166 -0.735 -0.654
H 0.764 -2.266 -0.677
C 3.284 5.176 -3.399
C 3.429 5.203 -1.877
C 2.241 4.441 -1.289
S 1.754 3.242 -2.525
O 0.433 3.585 -3.004
O 2.085 1.914 -2.060
C 2.947 3.735 -3.756
H 4.196 5.511 -3.899
H 2.467 5.839 -3.704
H 4.363 4.707 -1.591
H 3.470 6.226 -1.493
H 2.511 3.922 -0.368
H 1.391 5.103 -1.107
H 2.519 3.628 -4.753
H 3.822 3.088 -3.651
C -2.668 3.795 2.090
C -2.532 3.841 3.613
C -3.727 3.090 4.203
S -4.210 1.879 2.979
O -5.525 2.219 2.489
O -3.886 0.553 3.466
C -3.008 2.350 1.749
H -1.752 4.120 1.591
H -3.480 4.456 1.771
H -1.602 3.345 3.911
H -2.490 4.868 3.984
H -3.464 2.582 5.132
H -4.575 3.757 4.371
H -3.430 2.232 0.751
H -2.136 1.702 1.869
C -5.548 0.533 -5.223
C -4.433 1.524 -5.558
C -3.138 0.980 -4.953
S -3.320 -0.798 -4.898
O -3.349 -1.217 -3.513
O -2.429 -1.399 -5.867
C -4.984 -0.846 -5.539
H -6.456 0.735 -5.796
H -5.796 0.602 -4.159
H -4.327 1.600 -6.646
H -4.654 2.525 -5.180
H -2.270 1.237 -5.561
H -2.994 1.337 -3.930
H -5.541 -1.656 -5.069
H -4.921 -1.008 -6.618
*
```

Strongest force on any atom   6.85 eV Å⁻¹
Kohn-Sham gap   7.70 eV

Charges obtained by Mulliken population analysis, quoted in units of e:
1. C -0.1847
2. C -0.7299
3. C 0.3236
4. N -0.0765
5. C -0.3525
6. N 1.1704
7. N -0.9460
8. C 0.6429
9. C -1.0347
10. C -0.8256
11. C 0.1151
12. N -0.3576
13. H 0.3693
14. H 0.2759
15. H 0.3869
16. H 0.3327
17. H 0.2331
18. H 0.2996
19. H 0.1842
20. H 0.3153
21. H 0.2930
22. H 0.4342
23. H 0.3620
24. C -0.3372
25. C -0.4663
26. C -0.0281
27. S 1.0824
28. O -0.7706
29. O -0.7023
30. C -0.8018
31. H 0.4089
32. H 0.0267
33. H 0.3020
34. H 0.1807
35. H 0.1000
36. H 0.0635
37. H 0.4388
38. H 0.3663
39. C -0.2455
40. C -0.6406
41. C -0.8502
42. S 1.1769
43. O -0.5507
44. O -0.7540
45. C -0.4119
46. H 0.4599
47. H -0.0044
48. H 0.2948
49. H 0.3867
50. H 0.4180
51. H 0.3346
52. H 0.4440
53. H -0.0380
54. C -0.6025
55. C -0.6107
56. C -0.3450
57. S 1.1522
58. O -0.7150
59. O -0.4943
60. C -0.7558
61. H 0.3544
62. H 0.2855
63. H 0.2880
64. H 0.3339
65. H 0.0029
66. H 0.3594
67. H 0.4177
68. H 0.3562
69. C -0.6268
70. C -0.5973
71. C -0.6669
72. S 1.1320
73. O -0.6739
74. O -0.6686
75. C -0.6100
76. H 0.3168
77. H 0.3240
78. H 0.2770
79. H 0.3249
80. H 0.3592
81. H 0.3530
82. H 0.4268
83. H 0.2705
84. C -0.5354
85. C -0.6733
86. C -0.5973
87. S 1.2908
88. O -0.7207
89. O -0.7406
90. C -0.8391
91. H 0.3543
92. H 0.2764
93. H 0.3039
94. H 0.3270
95. H 0.3819
96. H 0.3488
97. H 0.3968
98. H 0.3452

***

Entry 2:
Density functional theory data (the ωB97M-V functional and the def2-TZVPD basis) for a molecular structure, C28H51N7O6PSr.

The geometry in ORCA input format:
```
! RIJCOSX wB97M-V def2-TZVPD def2/J DEFGRID3
* xyz 1 1
Sr -0.818 -0.541 0.969
C 1.633 -1.463 3.772
C 2.365 -0.920 2.726
C 2.428 -1.582 1.507
C 1.768 -2.793 1.343
C 1.058 -3.345 2.397
C 0.988 -2.678 3.610
H 1.600 -0.956 4.728
H 2.933 -0.010 2.883
H 3.045 -1.195 0.704
H 1.846 -3.326 0.407
H 0.563 -4.295 2.278
H 0.435 -3.110 4.429
N -0.707 1.136 3.334
C 0.330 1.995 2.777
C 0.147 3.486 3.112
C 1.029 4.428 2.289
C 2.529 4.320 2.570
N 3.077 3.136 1.938
C 4.316 2.726 2.022
N 4.648 1.573 1.426
N 5.254 3.401 2.708
C 0.285 1.746 1.254
O 1.380 1.700 0.647
O -0.820 1.567 0.741
H -1.609 1.580 3.184
H -0.590 1.010 4.335
H 1.294 1.644 3.157
H 0.335 3.644 4.178
H -0.893 3.757 2.910
H 0.727 5.455 2.500
H 0.857 4.250 1.227
H 2.702 4.280 3.653
H 3.030 5.209 2.169
H 2.391 2.531 1.369
H 3.927 1.047 0.960
H 5.575 1.191 1.487
H 5.079 4.339 3.022
H 6.204 3.074 2.737
C -3.882 -1.296 3.598
C -3.656 -1.407 2.092
C -4.949 -1.675 1.333
O -3.031 -0.202 1.613
C -2.590 -2.534 1.852
O -2.943 -3.640 1.502
O -1.410 -2.145 2.091
H -4.655 -0.562 3.821
H -2.944 -1.008 4.073
H -4.189 -2.259 3.991
H -5.720 -0.952 1.599
H -5.303 -2.672 1.574
H -4.766 -1.635 0.259
H -3.675 0.509 1.729
O -0.242 -1.347 -0.977
P -0.357 -0.759 -2.334
N 0.836 0.344 -2.621
C 0.814 1.300 -3.721
C 2.222 1.898 -3.744
C 2.719 1.671 -2.317
C 2.146 0.295 -1.999
N -1.798 0.035 -2.531
C -2.894 -0.273 -1.610
C -4.133 0.303 -2.286
C -3.820 0.110 -3.768
C -2.328 0.431 -3.834
N -0.281 -1.827 -3.646
C 0.987 -2.438 -4.005
C 1.037 -3.747 -3.210
C -0.444 -4.128 -3.038
C -1.213 -2.944 -3.648
H 0.072 2.074 -3.509
H 0.553 0.821 -4.669
H 2.212 2.947 -4.030
H 2.852 1.357 -4.450
H 2.280 2.403 -1.640
H 3.804 1.701 -2.235
H 2.034 0.111 -0.933
H 2.787 -0.488 -2.431
H -2.698 0.198 -0.648
H -3.004 -1.357 -1.469
H -4.223 1.367 -2.057
H -5.046 -0.203 -1.978
H -4.409 0.761 -4.412
H -3.992 -0.926 -4.061
H -2.182 1.508 -3.980
H -1.821 -0.102 -4.639
H 1.819 -1.768 -3.801
H 0.958 -2.643 -5.082
H 1.496 -3.568 -2.238
H 1.609 -4.513 -3.729
H -0.694 -4.234 -1.983
H -0.690 -5.057 -3.546
H -2.117 -2.696 -3.094
H -1.479 -3.151 -4.691
*
```

Strongest force on any atom   3.71 eV Å⁻¹
Kohn-Sham gap   8.56 eV
Energy above the lowest of the compared OMol25 structures with the same formula, charge and spin   31.0 kcal per mole

Charges obtained by Mulliken population analysis, quoted in units of e:
1. Sr 3.0137
2. C -0.7422
3. C -0.2022
4. C -0.1588
5. C -0.4446
6. C -0.5186
7. C -0.5649
8. H 0.4744
9. H 0.5506
10. H 0.3838
11. H 0.3078
12. H 0.4528
13. H 0.4563
14. N -0.1186
15. C 0.2914
16. C -1.1926
17. C -0.9055
18. C -0.9433
19. N 0.3116
20. C 0.7441
21. N -0.2244
22. N -0.3911
23. C -0.3588
24. O -0.4647
25. O -0.9659
26. H 0.1976
27. H 0.2828
28. H 0.3891
29. H 0.4247
30. H 0.4071
31. H 0.4866
32. H 0.2864
33. H 0.5002
34. H 0.6314
35. H -0.0857
36. H -0.0581
37. H 0.1975
38. H 0.2112
39. H 0.2109
40. C -1.7911
41. C 2.1007
42. C -1.6063
43. O -0.5267
44. C -0.1588
45. O -0.6985
46. O -0.8566
47. H 0.4484
48. H 0.3005
49. H 0.4260
50. H 0.4344
51. H 0.3819
52. H 0.2270
53. H 0.1932
54. O -1.4352
55. P -0.8267
56. N 0.8469
57. C -0.3286
58. C -0.9922
59. C -0.4308
60. C 0.7182
61. N 0.2876
62. C -0.4230
63. C -0.7378
64. C -0.8660
65. C -0.5241
66. N 0.0821
67. C -0.7436
68. C -0.1686
69. C -0.6493
70. C -0.4020
71. H 0.1634
72. H 0.2948
73. H 0.4271
74. H 0.3159
75. H -0.0094
76. H 0.4932
77. H -1.1989
78. H 0.4756
79. H 0.0933
80. H 0.3525
81. H 0.3906
82. H 0.3884
83. H 0.4267
84. H 0.2802
85. H 0.3442
86. H 0.3745
87. H 0.3322
88. H 0.3957
89. H -0.1735
90. H 0.4855
91. H 0.1765
92. H 0.4631
93. H 0.0989
94. H 0.4567

***

Entry 3:
Density functional theory data (the ωB97M-V functional and the def2-TZVPD basis) for 4 unconnected molecules or ions with the total composition C28H51O12S4.

The geometry in ORCA input format:
```
! RIJCOSX wB97M-V def2-TZVPD def2/J DEFGRID3
* xyz -1 1
C 0.417 -1.851 4.561
C -0.830 -2.655 3.996
O -1.786 -1.695 3.530
C -2.441 -2.082 2.311
C -2.352 -0.868 1.318
C -1.003 -0.848 0.411
S 0.291 -2.091 0.767
C -1.655 -0.941 -1.064
O -2.267 -1.883 -1.457
O -1.372 0.248 -1.754
C -0.163 0.738 -1.125
O 0.220 2.070 -1.302
C 1.298 2.221 -2.241
C 2.647 1.521 -1.813
C 3.800 2.576 -1.455
C 3.170 0.579 -2.973
C 3.682 -0.843 -2.506
C 2.493 -1.916 -2.505
C 4.514 -0.850 -1.173
C -0.607 0.667 0.410
C 0.393 1.236 1.469
O 1.355 0.607 1.955
O 0.196 2.477 1.810
H 1.268 -2.550 4.759
H 0.128 -1.272 5.483
H 0.692 -1.087 3.789
H -0.432 -3.338 3.208
H -1.291 -3.187 4.876
H -2.099 -3.055 1.881
H -3.538 -2.223 2.568
H -3.242 -0.904 0.635
H -2.431 0.064 1.928
H -0.008 -3.251 0.098
H 0.593 -0.083 -1.226
H 1.509 3.328 -2.295
H 0.916 1.928 -3.254
H 2.496 0.921 -0.882
H 4.755 2.208 -1.913
H 3.976 2.581 -0.341
H 3.537 3.622 -1.751
H 3.945 1.082 -3.623
H 2.297 0.387 -3.665
H 4.385 -1.204 -3.317
H 2.202 -2.124 -1.446
H 1.595 -1.540 -3.062
H 2.833 -2.837 -3.058
H 5.519 -0.386 -1.355
H 3.982 -0.435 -0.281
H 4.731 -1.937 -0.929
H -1.517 1.311 0.470
C 8.382 -4.726 -2.361
C 8.420 -5.525 -1.054
C 7.675 -4.707 0.006
S 6.470 -3.718 -0.881
O 6.831 -2.335 -0.736
O 5.146 -4.207 -0.591
C 6.940 -4.255 -2.518
H 8.701 -5.328 -3.213
H 9.051 -3.864 -2.285
H 7.916 -6.485 -1.199
H 9.443 -5.738 -0.740
H 7.160 -5.347 0.721
H 8.346 -4.028 0.532
H 6.831 -3.433 -3.223
H 6.284 -5.081 -2.798
C -5.441 3.871 -1.540
C -6.302 2.719 -2.068
C -5.418 1.867 -2.986
S -3.739 2.074 -2.388
O -2.971 2.756 -3.403
O -3.292 0.848 -1.783
C -4.129 3.238 -1.096
H -5.928 4.398 -0.720
H -5.258 4.591 -2.344
H -6.651 2.114 -1.228
H -7.185 3.083 -2.597
H -5.689 0.813 -2.942
H -5.455 2.217 -4.018
H -3.318 3.958 -0.990
H -4.257 2.676 -0.171
C -5.370 2.000 4.228
C -4.715 3.384 4.251
C -5.014 4.055 2.908
S -6.563 3.358 2.333
O -6.306 2.599 1.132
O -7.595 4.366 2.397
C -6.780 2.216 3.688
H -5.386 1.543 5.218
H -4.811 1.339 3.560
H -5.146 3.977 5.063
H -3.641 3.320 4.428
H -5.122 5.134 3.010
H -4.246 3.827 2.168
H -7.249 1.301 3.331
H -7.417 2.700 4.431
*
```

Strongest force on any atom   4.32 eV Å⁻¹
Kohn-Sham gap   6.07 eV

Charges obtained by Mulliken population analysis, quoted in units of e:
1. C -0.8389
2. C -0.2865
3. O -0.2968
4. C -0.7309
5. C -0.7690
6. C 1.9710
7. S -0.3705
8. C -0.1451
9. O -0.6403
10. O -0.4509
11. C 0.3897
12. O -0.1897
13. C -1.0310
14. C 2.3005
15. C -1.4224
16. C -1.9338
17. C 0.7939
18. C -1.0263
19. C -0.7216
20. C 0.4844
21. C -0.0122
22. O -0.6959
23. O -0.8593
24. H 0.2935
25. H 0.2954
26. H 0.1339
27. H 0.2694
28. H 0.3177
29. H 0.2926
30. H 0.3432
31. H 0.3009
32. H 0.2926
33. H 0.1667
34. H -0.4716
35. H 0.2941
36. H 0.2313
37. H -0.5154
38. H 0.3348
39. H 0.2726
40. H 0.3590
41. H 0.4642
42. H 0.3806
43. H 0.3342
44. H -0.0081
45. H 0.3267
46. H 0.3638
47. H 0.2849
48. H 0.1464
49. H 0.0499
50. H -0.0630
51. C -0.6071
52. C -0.5677
53. C -0.7617
54. S 1.2992
55. O -0.6429
56. O -0.6925
57. C -0.7301
58. H 0.3690
59. H 0.2955
60. H 0.2937
61. H 0.3159
62. H 0.3294
63. H 0.3614
64. H 0.3511
65. H 0.4009
66. C -0.8713
67. C -0.4015
68. C -0.8889
69. S 1.2532
70. O -0.7931
71. O -0.5400
72. C -0.4569
73. H 0.2944
74. H 0.4050
75. H 0.2324
76. H 0.3885
77. H 0.3742
78. H 0.3247
79. H 0.5808
80. H 0.0903
81. C -0.2692
82. C -0.7689
83. C -0.4007
84. S 1.0425
85. O -0.5333
86. O -0.7440
87. C -0.7949
88. H 0.3570
89. H 0.0550
90. H 0.2833
91. H 0.4198
92. H 0.4246
93. H 0.1563
94. H 0.4139
95. H 0.3438